A structure of composition C46H44ClN2O4P4Pb. Source: the Open Molecules 2025 dataset; level of theory: wB97M-V/def2-TZVPD.

```
102
Properties=species:S:1:pos:R:3:lowdin_charge:R:1
Pb 1.39048 -0.21834 1.25649 1.08
O 0.16034 0.19061 7.54176 0.19
C 1.39632 0.13946 7.41517 -0.40
O 2.10932 0.08596 8.49734 0.31
C 2.10003 0.13452 6.14315 -0.05
C 3.47055 0.04610 5.93948 -0.57
Cl 4.68779 -0.11091 7.09297 0.91
N 3.67523 0.05264 4.61272 -0.05
N 2.50494 0.14321 3.93693 0.09
C 1.54818 0.19575 4.83856 -0.12
C 0.10653 0.34354 4.41513 -0.51
O -0.76743 0.30658 5.32840 0.14
O -0.13959 0.49090 3.20868 -0.16
C 4.91086 -0.00653 3.87939 -0.21
C 5.05308 -0.98646 2.90667 -0.03
C 6.23737 -1.04811 2.18833 -0.07
C 7.25896 -0.14166 2.44546 -0.05
C 7.09811 0.83077 3.42112 -0.04
C 5.91630 0.90714 4.14625 -0.02
H -0.37050 0.27272 6.45776 0.08
H 4.26905 -1.71928 2.75659 0.11
H 6.38338 -1.82677 1.45022 0.11
H 8.18848 -0.20479 1.89540 0.12
H 7.89364 1.53456 3.62435 0.12
H 5.78251 1.67521 4.89562 0.12
C 1.87531 2.93079 -1.16174 -0.24
P 2.69955 1.38566 -0.67865 0.77
C 4.32217 1.92974 -0.06339 -0.23
C 3.06008 0.50037 -2.23334 -0.38
C 3.55734 1.23919 -3.30942 -0.08
C 3.90091 0.61758 -4.49798 -0.03
C 3.75347 -0.75743 -4.62665 -0.03
C 3.26628 -1.50029 -3.56447 -0.07
C 2.91397 -0.88695 -2.36086 -0.39
P 2.34032 -1.92017 -0.96838 0.77
C 1.08925 -3.02875 -1.69754 -0.25
C 3.73735 -3.04226 -0.64467 -0.24
H 0.98515 2.71615 -1.74944 0.03
H 2.54849 3.56299 -1.74067 0.06
H 1.57291 3.47436 -0.26534 0.06
H 4.18585 2.59035 0.79423 0.06
H 4.85075 2.47083 -0.84900 0.06
H 4.92133 1.07382 0.24564 0.04
H 3.68603 2.31171 -3.22611 0.11
H 4.28961 1.20354 -5.32050 0.13
H 4.02495 -1.24995 -5.55091 0.13
H 3.16464 -2.57320 -3.68067 0.11
H 0.27825 -2.43906 -2.12361 0.02
H 0.68657 -3.68204 -0.92227 0.05
H 1.51872 -3.65297 -2.48143 0.06
H 3.44768 -3.78783 0.09706 0.06
H 4.58946 -2.47939 -0.26431 0.03
H 4.03638 -3.55442 -1.55959 0.06
C -1.85742 -0.37432 -1.79753 -0.43
P -1.19461 0.19914 -0.14910 0.93
C -1.50390 1.98312 -0.10564 -0.41
C -1.53066 2.62366 1.13609 -0.10
C -1.72171 3.99642 1.19982 -0.04
C -1.88062 4.74083 0.03676 -0.04
C -1.83046 4.11407 -1.19917 -0.06
C -1.63642 2.74049 -1.26897 -0.14
C -2.32764 -0.55560 1.04079 -0.43
C -2.00617 -1.83680 1.48974 -0.14
C -2.84287 -2.49954 2.37382 -0.06
C -3.99870 -1.87385 2.82472 -0.04
C -4.31850 -0.59543 2.38826 -0.04
C -3.48751 0.06577 1.49605 -0.08
P -3.59407 0.06353 -2.20443 1.19
C -4.78870 -0.99285 -1.45073 -0.39
C -6.12846 -0.59191 -1.58337 -0.08
C -7.13444 -1.37317 -1.04609 -0.03
C -6.81241 -2.54863 -0.37771 -0.02
C -5.48536 -2.94425 -0.23671 -0.04
C -4.47005 -2.16677 -0.75888 -0.08
C -3.87522 0.17273 -3.95543 -0.36
C -3.26345 1.17787 -4.71939 -0.08
C -3.49752 1.24570 -6.07841 -0.04
C -4.34950 0.32637 -6.68358 -0.02
C -4.96756 -0.66411 -5.93188 -0.03
C -4.74607 -0.74164 -4.56816 -0.06
H -1.80754 -1.46677 -1.79156 0.04
H -1.22579 -0.02774 -2.61754 0.06
H -1.42549 2.04885 2.05047 0.09
H -1.75779 4.48680 2.16407 0.12
H -2.04053 5.80917 0.09515 0.12
H -1.94147 4.69261 -2.10735 0.12
H -1.53659 2.27555 -2.24113 0.07
H -1.09661 -2.32550 1.14633 0.09
H -2.59004 -3.49240 2.72284 0.12
H -4.64658 -2.38105 3.52805 0.12
H -5.21539 -0.10809 2.74881 0.12
H -3.74096 1.06727 1.17029 0.11
H -6.37637 0.32672 -2.10304 0.12
H -8.16756 -1.06837 -1.14723 0.13
H -7.60118 -3.16257 0.03747 0.13
H -5.24640 -3.86443 0.28015 0.12
H -3.44386 -2.48247 -0.63060 0.09
H -2.62887 1.92055 -4.25506 0.10
H -3.03250 2.02407 -6.66824 0.12
H -4.53951 0.39034 -7.74683 0.13
H -5.62618 -1.37780 -6.40838 0.13
H -5.22953 -1.51478 -3.98749 0.11
```

Summary:
Molecular weight (g mol⁻¹): 1055.42
Multiplicity: 1
Total charge: +3
HOMO-LUMO gap (alpha / beta) (eV): 6.05 / 5.57